No. 1
69
Properties=species:S:1:pos:R:3:lowdin_spin:R:1 method="wB97M-V/def2-TZVPD" homo_energy_ha="-0.1226 / -0.1630" max_force_ev_per_a=7.0 gap_ev="5.9 / 7.0" multiplicity=6 e_lumo_ev="2.548 / 2.543" charge=-1
O 1.271 -0.507 -2.481 0.07
C 0.165 -0.061 -2.839 0.04
C -0.065 1.310 -3.213 0.01
C 0.382 2.335 -2.383 0.00
H 0.548 2.120 -1.331 0.00
C 0.620 3.568 -2.951 0.00
H 1.057 4.323 -2.319 0.00
C 0.343 3.815 -4.297 0.00
H 0.547 4.795 -4.725 0.00
C -0.192 2.785 -5.064 0.00
H -0.425 2.968 -6.096 0.00
C -0.406 1.524 -4.552 0.01
H -0.783 0.694 -5.142 0.00
H -0.481 -0.820 -3.430 0.01
C -2.281 -1.754 -1.740 0.02
C -1.836 -0.381 -1.358 0.03
H -3.192 -1.592 -2.358 0.00
H -2.583 -2.276 -0.810 0.00
H -1.538 -2.359 -2.308 0.00
C -2.544 0.760 -1.589 0.16
C -4.022 0.755 -1.491 0.02
H -2.077 1.726 -1.772 0.01
H -4.454 1.233 -2.387 0.00
H -4.374 1.353 -0.639 0.01
H -4.478 -0.236 -1.406 0.00
Mn -1.548 -0.248 0.373 4.37
Cl -3.434 -0.135 1.594 0.09
C -0.740 0.059 3.556 0.00
O -0.067 -0.671 2.822 0.01
N -1.057 -0.175 4.874 0.00
C -0.607 -1.364 5.537 0.00
C -1.968 0.679 5.600 0.00
H -1.160 0.999 3.168 0.00
H 0.020 -1.940 4.863 0.00
H -1.472 -1.964 5.865 0.00
H -0.037 -1.090 6.441 0.00
H -2.220 1.555 5.005 0.00
H -1.512 1.000 6.553 0.00
H -2.896 0.137 5.855 0.00
H 4.837 1.626 -1.334 0.00
H 4.631 1.846 1.089 0.00
C 3.732 1.604 -1.402 0.00
C 3.538 1.685 1.065 0.00
N 3.164 1.065 -0.179 0.00
H 3.413 0.985 -2.243 0.00
C 2.727 -0.250 -0.158 0.00
O 2.171 -0.798 0.763 0.00
H 3.228 1.043 1.897 0.00
H 2.864 -0.733 -1.145 0.00
H 3.379 2.637 -1.538 0.00
H 3.044 2.660 1.147 0.00
H -0.064 -5.777 1.142 0.00
H 2.074 -5.757 -0.456 0.00
C -0.518 -5.220 0.315 0.00
C 1.500 -5.079 -1.099 0.00
N 0.481 -4.379 -0.324 0.00
H -1.325 -4.578 0.704 0.00
C 0.405 -3.033 -0.268 0.00
O -0.554 -2.392 0.195 0.03
H 2.177 -4.348 -1.557 0.00
H 1.290 -2.505 -0.658 0.00
H -0.916 -5.936 -0.407 0.00
H 1.032 -5.685 -1.887 0.00
B 0.707 3.405 2.488 0.00
C 0.186 2.399 1.428 0.02
N -0.234 1.602 0.668 0.04
H -0.020 3.386 3.467 0.00
H 1.822 3.080 2.857 0.00
H 0.723 4.529 2.005 0.00

***

No. 2
7
Properties=species:S:1:pos:R:3:lowdin_spin:R:1 method="wB97M-V/def2-TZVPD" homo_energy_ha="-0.2293 / -0.3751" max_force_ev_per_a=13.8 gap_ev="7.3 / 6.3" multiplicity=3 e_lumo_ev="1.051 / -3.897"
N 0.354 -0.601 -2.533 0.80
N 0.278 -0.105 1.533 0.01
N -0.407 -0.113 -1.881 0.55
O -1.110 0.266 -1.084 0.63
H -0.538 0.440 1.743 0.00
H 0.388 -0.404 0.535 0.01
H 1.035 0.516 1.687 0.00

***

No. 3
202
Properties=species:S:1:pos:R:3:lowdin_spin:R:1 method="wB97M-V/def2-TZVPD" homo_energy_ha="-0.3359 / -0.3359" max_force_ev_per_a=9.6 gap_ev="5.9 / 1.2" multiplicity=2 e_lumo_ev="-3.196 / -7.982" charge=+1
Ag 3.663 -4.216 -3.045 0.00
N 1.266 -2.067 -1.966 0.00
S 0.113 -1.196 -2.462 0.00
O 0.193 0.272 -2.460 0.00
O -1.248 -1.763 -2.378 0.00
F 0.477 -1.608 -4.009 0.00
S 0.868 -1.573 -0.348 0.00
O -0.325 -2.186 0.236 0.00
O 1.315 -0.280 0.126 0.00
F 2.021 -2.461 0.282 0.00
C -11.857 -0.146 4.837 0.00
O -10.831 -0.589 5.790 0.00
C -10.411 -1.949 5.701 0.00
C -9.809 -2.346 4.337 0.10
N -8.792 -1.410 3.988 0.66
C -8.246 -1.487 2.645 0.08
C -7.444 -2.774 2.367 0.01
O -6.901 -2.762 1.029 0.00
C -6.155 -3.939 0.709 0.00
H -12.175 0.871 5.070 0.00
H -12.769 -0.739 4.771 0.00
H -11.300 -0.068 3.904 0.00
H -11.257 -2.533 6.063 0.00
H -9.709 -2.122 6.517 0.00
H -10.480 -2.396 3.479 0.05
H -9.508 -3.391 4.414 0.02
H -9.192 -0.500 4.172 0.02
H -7.580 -0.683 2.333 0.01
H -9.016 -1.349 1.885 0.05
H -8.075 -3.636 2.582 0.00
H -6.646 -2.809 3.109 0.00
H -5.659 -3.994 -0.260 0.00
H -6.806 -4.810 0.786 0.00
H -5.397 -3.977 1.491 0.00
C 0.718 9.312 -4.026 0.00
O 1.084 8.239 -3.174 0.00
C -0.002 7.637 -2.458 0.00
C 0.417 6.200 -1.949 0.00
N 1.519 6.345 -0.994 0.00
C 1.934 5.081 -0.378 0.00
C 3.192 5.342 0.454 0.00
O 4.301 5.819 -0.374 0.00
C 5.432 6.385 0.291 0.00
H -0.087 8.958 -4.669 0.00
H 1.612 9.575 -4.592 0.00
H 0.309 10.178 -3.505 0.00
H -0.869 7.531 -3.109 0.00
H -0.286 8.190 -1.562 0.00
H 0.722 5.490 -2.718 0.00
H -0.457 5.761 -1.468 0.00
H 2.255 6.845 -1.472 0.00
H 2.164 4.327 -1.132 0.00
H 1.164 4.675 0.278 0.00
H 3.520 4.410 0.915 0.00
H 2.956 6.045 1.252 0.00
H 6.332 6.440 -0.321 0.00
H 5.663 5.736 1.135 0.00
H 5.091 7.375 0.595 0.00
C -1.410 0.589 -9.437 0.00
O -2.792 0.884 -9.253 0.00
C -3.167 0.888 -7.884 0.00
C -4.689 0.690 -7.788 0.00
N -5.340 1.970 -8.026 0.00
C -6.739 1.879 -7.757 0.00
C -7.559 3.140 -8.174 0.00
O -7.676 3.215 -9.631 0.00
C -8.511 4.240 -10.081 0.00
H -1.153 -0.366 -8.979 0.00
H -0.849 1.399 -8.971 0.00
H -1.189 0.479 -10.499 0.00
H -2.853 1.791 -7.361 0.00
H -2.685 0.048 -7.382 0.00
H -4.976 0.314 -6.806 0.00
H -5.054 0.030 -8.576 0.00
H -5.192 2.167 -9.005 0.00
H -6.934 1.640 -6.712 0.00
H -7.200 1.060 -8.310 0.00
H -7.044 4.021 -7.791 0.00
H -8.498 3.275 -7.638 0.00
H -8.074 5.216 -9.869 0.00
H -9.479 4.202 -9.582 0.00
H -8.699 4.286 -11.154 0.00
C 4.272 3.435 -6.052 0.00
O 4.575 3.399 -7.456 0.00
C 4.582 2.088 -8.067 0.00
C 4.832 2.157 -9.619 0.00
N 4.546 0.811 -10.119 0.00
C 5.178 0.484 -11.465 0.00
C 5.071 1.590 -12.494 0.00
O 5.663 1.276 -13.765 0.00
C 5.757 2.484 -14.544 0.00
H 3.407 2.820 -5.802 0.00
H 4.195 4.435 -5.626 0.00
H 5.075 3.080 -5.406 0.00
H 3.576 1.673 -8.006 0.00
H 5.289 1.416 -7.579 0.00
H 5.843 2.448 -9.904 0.00
H 4.145 2.901 -10.022 0.00
H 4.906 0.102 -9.497 0.00
H 4.730 -0.407 -11.906 0.00
H 6.234 0.252 -11.327 0.00
H 5.401 2.537 -12.066 0.00
H 4.023 1.731 -12.760 0.00
H 6.624 3.093 -14.285 0.00
H 4.847 3.085 -14.570 0.00
H 5.967 2.209 -15.577 0.00
C 1.675 -7.508 4.804 0.00
O 2.281 -8.822 4.980 0.00
C 1.302 -9.860 5.054 0.00
C 2.003 -11.225 5.270 0.00
N 2.294 -11.364 6.660 0.00
C 3.400 -12.288 6.991 0.00
C 3.249 -13.717 6.461 0.00
O 3.651 -13.801 5.082 0.00
C 3.314 -15.085 4.503 0.00
H 1.376 -6.959 5.697 0.00
H 0.834 -7.587 4.116 0.00
H 2.414 -6.924 4.254 0.00
H 0.668 -9.966 4.174 0.00
H 0.681 -9.626 5.918 0.00
H 2.906 -11.230 4.660 0.00
H 1.320 -12.011 4.947 0.00
H 2.509 -10.462 7.060 0.00
H 3.435 -12.252 8.080 0.00
H 4.382 -11.976 6.638 0.00
H 2.187 -13.931 6.588 0.00
H 3.939 -14.341 7.030 0.00
H 2.255 -15.130 4.248 0.00
H 3.487 -15.882 5.226 0.00
H 3.862 -15.244 3.575 0.00
C -1.642 7.148 8.547 0.00
O -2.770 6.403 8.057 0.00
C -3.294 5.533 9.048 0.00
C -4.511 4.881 8.375 0.00
N -4.072 3.786 7.558 0.00
C -5.147 3.293 6.712 0.00
C -4.489 2.502 5.556 0.00
O -3.436 3.254 4.878 0.00
C -3.117 2.611 3.652 0.00
H -1.991 7.943 9.206 0.00
H -1.242 7.744 7.727 0.00
H -0.997 6.467 9.103 0.00
H -3.701 6.093 9.891 0.00
H -2.657 4.820 9.571 0.00
H -4.976 5.621 7.723 0.00
H -5.164 4.526 9.171 0.00
H -3.337 4.170 6.980 0.00
H -5.754 4.088 6.277 0.00
H -5.816 2.734 7.366 0.00
H -5.353 2.305 4.922 0.00
H -4.092 1.599 6.021 0.00
H -2.410 1.782 3.669 0.00
H -2.644 3.422 3.098 0.00
H -4.056 2.467 3.118 0.00
C 2.215 1.615 5.412 0.00
O 2.239 1.853 6.820 0.00
C 1.378 2.883 7.254 0.00
C 1.634 4.332 6.663 0.00
N 3.018 4.765 6.977 0.00
C 3.230 6.051 6.350 0.00
C 4.740 6.432 6.491 0.00
O 5.414 5.326 5.848 0.00
C 6.811 5.521 5.693 0.00
H 2.650 2.508 4.964 0.00
H 1.234 1.404 4.986 0.00
H 2.865 0.775 5.166 0.00
H 1.502 2.853 8.337 0.00
H 0.343 2.601 7.065 0.00
H 0.940 5.038 7.119 0.00
H 1.349 4.333 5.611 0.00
H 3.672 4.084 6.617 0.00
H 2.497 6.757 6.742 0.00
H 3.066 5.961 5.277 0.00
H 5.108 6.555 7.510 0.00
H 5.008 7.337 5.945 0.00
H 7.328 5.711 6.633 0.00
H 6.876 6.312 4.946 0.00
H 7.208 4.621 5.223 0.00
C 5.597 -1.838 -1.712 0.00
O 5.433 -3.233 -1.458 0.00
C 6.556 -3.823 -0.844 0.00
C 6.224 -5.303 -0.529 0.00
N 5.577 -5.887 -1.685 0.00
C 4.963 -7.174 -1.391 0.00
C 3.614 -7.095 -0.597 0.00
O 2.857 -6.099 -1.283 0.00
C 1.477 -6.348 -1.101 0.00
H 4.743 -1.413 -2.240 0.00
H 6.516 -1.591 -2.243 0.00
H 5.596 -1.337 -0.744 0.00
H 6.722 -3.439 0.162 0.00
H 7.490 -3.752 -1.402 0.00
H 5.516 -5.343 0.299 0.00
H 7.154 -5.820 -0.290 0.00
H 6.241 -6.174 -2.390 0.00
H 5.688 -7.815 -0.888 0.00
H 4.774 -7.536 -2.401 0.00
H 3.678 -6.790 0.447 0.00
H 3.152 -8.082 -0.604 0.00
H 1.208 -7.294 -1.570 0.00
H 0.910 -5.521 -1.530 0.00
H 1.248 -6.360 -0.036 0.00

***

No. 4
72
Properties=species:S:1:pos:R:3:mulliken_charge:R:1 method="wB97M-V/def2-TZVPD" homo_energy_ha=-0.2436 max_force_ev_per_a=3.5 gap_ev=9.3 multiplicity=1 e_lumo_ev=2.627 charge=-1
P -0.113 -0.436 -1.167 1.60
F -0.589 -1.447 -2.286 -0.44
F -0.364 0.809 -2.146 -0.47
F -1.708 -0.146 -0.824 -0.52
F 0.176 0.756 -0.053 -0.36
F 0.051 -1.657 -0.064 -0.28
F 1.497 -0.598 -1.426 -0.54
C -2.830 5.278 1.995 -0.60
C -2.350 4.247 1.020 -0.53
C -2.047 3.139 1.953 0.02
O -1.433 3.725 3.077 -0.37
C -2.198 4.951 3.316 -0.48
H -3.907 5.258 2.159 0.27
H -2.533 6.254 1.611 0.30
H -1.474 4.623 0.491 0.30
H -3.066 4.038 0.225 0.36
H -1.382 2.523 1.347 -0.05
H -2.884 2.465 2.131 0.20
H -1.676 5.832 3.691 0.32
H -2.887 4.837 4.153 0.28
C -0.343 -4.159 1.405 -0.82
O -0.756 -4.009 0.022 -0.53
H 0.722 -4.394 1.413 0.25
H -0.554 -3.300 2.041 0.28
H -0.746 -5.030 1.921 0.31
H -0.371 -3.168 -0.234 0.45
C 2.861 -3.380 -1.080 -0.44
O 2.044 -3.097 -2.181 -0.51
H 2.260 -3.487 -0.178 0.01
H 3.423 -4.314 -1.119 0.34
H 3.563 -2.583 -0.838 0.26
H 1.786 -2.176 -2.102 0.26
C -2.504 0.421 -4.237 -0.47
O -1.129 0.558 -4.559 -0.63
H -2.838 1.316 -3.712 0.20
H -3.049 0.271 -5.169 0.27
H -2.455 -0.462 -3.598 0.15
H -0.589 0.487 -3.769 0.37
C 2.122 0.584 -5.049 -0.35
O 2.667 1.682 -5.776 -0.55
H 1.928 -0.232 -5.745 0.27
H 2.719 0.048 -4.311 0.22
H 1.204 0.971 -4.606 0.15
H 2.706 2.353 -5.090 0.31
C -4.526 -1.345 0.417 -0.65
O -3.347 -2.035 -0.099 -0.48
H -4.823 -0.692 -0.403 0.25
H -5.334 -1.928 0.860 0.24
H -4.154 -0.658 1.177 0.21
H -2.735 -1.391 -0.463 0.53
C 0.373 -5.323 -4.043 -0.70
O -0.167 -4.641 -2.897 -0.41
H 1.147 -6.078 -3.903 0.26
H -0.379 -5.845 -4.636 0.27
H 0.743 -4.522 -4.682 0.26
H 0.547 -4.056 -2.631 0.44
C 3.369 -0.358 1.657 -0.66
O 3.107 0.499 2.829 -0.39
C 2.236 1.621 2.593 -0.06
C 2.123 2.285 4.015 -0.60
O 1.717 1.355 4.944 -0.27
C 2.040 1.570 6.271 -0.83
H 2.450 -0.858 1.349 0.14
H 4.089 -1.145 1.882 0.34
H 3.908 0.169 0.869 0.35
H 1.305 1.150 2.278 0.03
H 2.614 2.363 1.891 0.38
H 1.297 2.993 3.951 0.27
H 3.067 2.788 4.225 0.40
H 3.123 1.478 6.360 0.34
H 1.538 0.755 6.793 0.24
H 1.719 2.498 6.745 0.30

***

No. 5
18
Properties=species:S:1:pos:R:3:nbo_charge:R:1 method="wB97M-V/def2-TZVPD" homo_energy_ha=-0.3715 max_force_ev_per_a=4.6 gap_ev=11.0 multiplicity=1 e_lumo_ev=0.863
C 2.440 -0.115 -0.748 -0.67
C 2.140 0.420 0.743 -0.05
O 3.325 1.057 1.431 -0.76
H 1.892 -1.007 -1.070 0.22
H 2.484 0.701 -1.486 0.21
H 3.489 -0.696 -1.003 0.22
H 1.862 -0.406 1.330 0.18
H 1.488 1.232 0.778 0.19
H 3.754 1.796 0.992 0.47
C -3.202 -0.907 -0.270 -0.67
C -2.328 0.359 -0.239 -0.09
O -1.093 0.227 0.477 -0.72
H -2.733 -1.750 0.296 0.22
H -4.083 -0.908 0.433 0.21
H -3.696 -1.180 -1.117 0.22
H -2.986 1.036 0.434 0.19
H -1.945 0.769 -1.219 0.18
H -0.810 -0.629 0.238 0.45

***

Please write out number 1 again, unchanged.
69
Properties=species:S:1:pos:R:3:lowdin_spin:R:1 method="wB97M-V/def2-TZVPD" homo_energy_ha="-0.1226 / -0.1630" max_force_ev_per_a=7.0 gap_ev="5.9 / 7.0" multiplicity=6 e_lumo_ev="2.548 / 2.543" charge=-1
O 1.271 -0.507 -2.481 0.07
C 0.165 -0.061 -2.839 0.04
C -0.065 1.310 -3.213 0.01
C 0.382 2.335 -2.383 0.00
H 0.548 2.120 -1.331 0.00
C 0.620 3.568 -2.951 0.00
H 1.057 4.323 -2.319 0.00
C 0.343 3.815 -4.297 0.00
H 0.547 4.795 -4.725 0.00
C -0.192 2.785 -5.064 0.00
H -0.425 2.968 -6.096 0.00
C -0.406 1.524 -4.552 0.01
H -0.783 0.694 -5.142 0.00
H -0.481 -0.820 -3.430 0.01
C -2.281 -1.754 -1.740 0.02
C -1.836 -0.381 -1.358 0.03
H -3.192 -1.592 -2.358 0.00
H -2.583 -2.276 -0.810 0.00
H -1.538 -2.359 -2.308 0.00
C -2.544 0.760 -1.589 0.16
C -4.022 0.755 -1.491 0.02
H -2.077 1.726 -1.772 0.01
H -4.454 1.233 -2.387 0.00
H -4.374 1.353 -0.639 0.01
H -4.478 -0.236 -1.406 0.00
Mn -1.548 -0.248 0.373 4.37
Cl -3.434 -0.135 1.594 0.09
C -0.740 0.059 3.556 0.00
O -0.067 -0.671 2.822 0.01
N -1.057 -0.175 4.874 0.00
C -0.607 -1.364 5.537 0.00
C -1.968 0.679 5.600 0.00
H -1.160 0.999 3.168 0.00
H 0.020 -1.940 4.863 0.00
H -1.472 -1.964 5.865 0.00
H -0.037 -1.090 6.441 0.00
H -2.220 1.555 5.005 0.00
H -1.512 1.000 6.553 0.00
H -2.896 0.137 5.855 0.00
H 4.837 1.626 -1.334 0.00
H 4.631 1.846 1.089 0.00
C 3.732 1.604 -1.402 0.00
C 3.538 1.685 1.065 0.00
N 3.164 1.065 -0.179 0.00
H 3.413 0.985 -2.243 0.00
C 2.727 -0.250 -0.158 0.00
O 2.171 -0.798 0.763 0.00
H 3.228 1.043 1.897 0.00
H 2.864 -0.733 -1.145 0.00
H 3.379 2.637 -1.538 0.00
H 3.044 2.660 1.147 0.00
H -0.064 -5.777 1.142 0.00
H 2.074 -5.757 -0.456 0.00
C -0.518 -5.220 0.315 0.00
C 1.500 -5.079 -1.099 0.00
N 0.481 -4.379 -0.324 0.00
H -1.325 -4.578 0.704 0.00
C 0.405 -3.033 -0.268 0.00
O -0.554 -2.392 0.195 0.03
H 2.177 -4.348 -1.557 0.00
H 1.290 -2.505 -0.658 0.00
H -0.916 -5.936 -0.407 0.00
H 1.032 -5.685 -1.887 0.00
B 0.707 3.405 2.488 0.00
C 0.186 2.399 1.428 0.02
N -0.234 1.602 0.668 0.04
H -0.020 3.386 3.467 0.00
H 1.822 3.080 2.857 0.00
H 0.723 4.529 2.005 0.00